Formula: C6H13NO
Source: the OMol25 dataset
Level of theory: the ωB97M-V functional and the def2-TZVPD basis

Values from the calculation:
- SMILES string: CCCNCCC=O
- LUMO level: 0.9 eV
- Max |F|: 1.74 eV Å⁻¹
- Relative energy (zero: lowest compared OMol25 entry of this formula, charge and spin): 40.4 kcal per mole
- HOMO energy: -8.44 eV
- 2S+1: 1

Each line ends with the Mulliken charge.
Positions of all 21 atoms, in Å:
O (2.30499, 0.76733, -0.80176)  -0.48
N (-0.28379, -0.00870, 0.67096)  -0.36
C (-1.41073, -0.52435, -0.09164)  -0.37
C (0.67725, -0.98505, 1.12320)  -0.47
C (-1.97652, 0.57073, -1.02042)  -0.45
C (-3.51430, 0.62789, -1.03271)  -1.23
C (2.75904, -0.03425, -0.03685)  0.12
C (2.07459, -0.37629, 1.28984)  -0.83
H (-1.55989, 1.55091, -0.80248)  0.35
H (-3.87188, 1.02215, -1.98525)  0.33
H (-1.02812, -1.35530, -0.71853)  0.24
H (0.43230, -1.29832, 2.15068)  0.26
H (0.65045, -1.88473, 0.49340)  0.37
H (-4.03883, -0.29966, -0.82057)  0.36
H (0.16042, 0.78424, 0.27424)  0.28
H (-2.13991, -1.00026, 0.56434)  0.27
H (3.69042, -0.62200, -0.15778)  0.30
H (1.96800, 0.57827, 1.80859)  0.31
H (2.75137, -1.02913, 1.83838)  0.39
H (-1.62980, 0.30256, -2.01560)  0.30
H (-3.83036, 1.36219, -0.29098)  0.29

Atoms 1-2, force components in eV/Å:
0.348 0.136 -0.553
-0.376 -0.466 0.742